Entry 1:
Formula: H3O3P3
Source: OMol25
Level of theory: ωB97M-V/def2-TZVPD

Last columns: bonded neighbours and bond lengths (Å).
Atoms and positions in Å:
1 O 2.01 1.37 -1.13  P6 2.028, H7 1.173
2 O 3.10 -1.25 -1.04  P6 1.478
3 O 4.00 0.36 0.74  P6 1.476
4 P -0.69 -0.60 -0.12  P5 2.134, H8 1.373
5 P 1.07 -0.71 1.09  P4 2.134, P6 2.253, H9 1.479
6 P 2.89 -0.13 -0.10  O1 2.028, O2 1.478, O3 1.476, P5 2.253
7 H 1.07 0.67 -1.12  O1 1.173
8 H -0.50 -1.88 0.36  P4 1.373
9 H 1.18 0.71 1.50  P5 1.479

* gap between HOMO and LUMO: 0.227 hartree
* energy: -1251.56763 hartree
* HOMO energy: 1.0592 eV
* 2S+1: 1
* total charge: -2
* ΔE to the lowest compared entry with this formula, charge and spin: 107.4 kJ/mol

---

Entry 2:
Formula: C3H3ClNO
Source: OMol25
Level of theory: ωB97M-V/def2-TZVPD

Last columns: bonded neighbours and bond lengths (Å).
Atoms and positions in Å:
1 C -0.16 0.66 0.00  C2 1.674, C3 1.410, N4 1.537, H7 1.111
2 C -1.74 0.24 -0.37  C1 1.674, N4 1.224, H8 1.054
3 C 0.92 -0.24 0.14  C1 1.410, O5 1.258, Cl6 1.709
4 N -1.51 0.71 0.73  C1 1.537, C2 1.224
5 O 0.83 -1.47 0.40  C3 1.258, H9 1.045
6 Cl 2.48 0.37 -0.21  C3 1.709
7 H 0.06 1.74 -0.13  C1 1.111
8 H -2.51 0.12 -1.08  C2 1.054
9 H 1.63 -2.13 0.51  O5 1.045

* gap between HOMO and LUMO: 0.351 hartree
* energy: -705.90198 hartree
* HOMO energy: -15.5236 eV
* 2S+1: 1
* total charge: +1
* ΔE to the lowest compared entry with this formula, charge and spin: 79.3 kJ/mol